[1]
Formula: C5H11S
Source: the OMol25 dataset
Level of theory: ωB97M-V/def2-TZVPD

```
17
Properties=species:S:1:pos:R:3:forces:R:3
C 2.81250 0.71936 -2.00761 -0.188 0.164 0.044
C 1.29846 0.56030 -1.85834 0.121 -0.092 0.040
S 0.85060 -0.90721 -0.88838 0.183 -0.221 -0.105
H 3.20509 -0.15088 -2.53491 0.104 0.043 -0.035
H 3.28887 0.75285 -1.02567 -0.029 -0.026 0.013
H 3.07485 1.64065 -2.54914 0.041 -0.090 -0.065
H 0.86235 0.47251 -2.85732 -0.032 0.102 -0.058
H 0.87454 1.46401 -1.40075 0.050 0.006 -0.026
C -1.63565 0.38547 0.98910 -0.151 0.082 -0.058
C -1.43517 -0.88216 1.74668 -0.238 -0.214 0.211
C -2.32214 -1.44051 2.56872 0.168 0.096 -0.157
H -1.19890 0.26861 -0.01401 -0.123 0.061 0.264
H -2.69589 0.65273 0.94106 0.025 0.025 0.003
H -1.10012 1.19818 1.49091 0.044 0.000 -0.100
H -0.48227 -1.37164 1.57246 0.064 0.078 0.011
H -2.09598 -2.36115 3.09274 -0.037 -0.032 -0.005
H -3.30113 -1.00112 2.73446 -0.003 0.018 0.024
```
Positions in Å, forces in eV/Å.

Values from the calculation:
Spin multiplicity ... 1
Total charge ... -1


[2]
Formula: C6H11BrCl2Si
Source: the OMol25 dataset
Level of theory: ωB97M-V/def2-TZVPD

```
21
Properties=species:S:1:pos:R:3:forces:R:3
C -2.13653 -0.43997 0.59140 -2.298 -3.438 -0.109
C -1.03502 -0.98585 0.09292 1.622 1.279 -0.721
C -3.17462 0.77175 -1.70065 -0.401 -0.126 0.157
C 1.30814 1.04084 -1.21399 1.638 -6.003 -0.086
C 2.03525 -1.44363 0.53957 -0.700 -0.219 -1.201
C 0.50194 0.83718 1.93416 3.337 0.441 -2.521
Si 0.72089 -0.09585 0.28314 -0.352 -0.137 -0.468
Cl -2.35917 2.25277 -1.93716 0.284 0.266 -0.059
Cl -2.71475 -0.34514 -2.89015 -0.082 0.129 -0.303
Br -1.12512 -2.49384 -1.07718 0.132 -0.193 0.549
H -3.11140 -1.13828 0.59476 1.967 2.201 -0.148
H -2.10522 0.46360 1.15004 -0.178 0.468 0.390
H 1.00133 0.54785 -2.16141 -0.079 0.415 0.459
H 0.90730 1.93022 -1.11736 -1.852 4.635 0.203
H 2.41625 1.04811 -1.27111 -0.617 0.219 0.367
H 1.72382 -2.39467 -0.00126 0.382 0.848 1.361
H 2.97866 -1.18216 0.10722 0.519 0.484 -0.932
H 2.35866 -1.46115 1.56719 -0.607 -0.952 0.690
H 1.22840 0.25244 2.49375 -0.807 -0.064 1.090
H 1.04971 1.79085 1.78080 -0.447 -0.181 0.161
H -0.46853 1.04494 2.23533 -1.463 -0.073 1.120
```
Positions in Å, forces in eV/Å.

Values from the calculation:
Spin multiplicity ... 1
Total charge ... 0


[3]
Formula: C4H11N2O
Source: the OMol25 dataset
Level of theory: ωB97M-V/def2-TZVPD

```
18
Properties=species:S:1:pos:R:3:forces:R:3
C 1.49473 -0.13184 -1.00960 1.265 1.143 1.279
C 0.44119 0.32027 -0.04133 0.410 -5.327 0.946
C 0.91840 0.01192 1.37984 -1.676 1.417 2.840
N -0.94187 -0.68523 -0.31983 2.184 3.429 1.366
O -0.82968 -1.97980 -0.61379 1.341 -1.884 -0.333
C -2.09745 -0.28693 0.06630 -1.269 -0.732 -0.420
N -2.41812 0.93767 0.43676 -0.658 0.029 0.247
H 1.49448 0.44345 -1.91380 -0.035 -0.583 -0.847
H 2.49689 -0.03144 -0.53754 -0.462 1.173 -0.054
H 1.63602 -1.19021 -0.98220 -0.921 -1.062 -1.123
H 0.06233 1.25274 -0.12477 -1.094 2.840 -0.698
H 1.58561 -0.83708 1.39616 -0.131 -0.490 0.074
H -0.00459 -0.13796 2.16664 2.362 0.289 -1.966
H 1.56446 0.87094 1.84000 -1.304 -1.275 -1.148
H 0.05390 -2.30116 -0.28367 -1.157 0.433 -0.286
H -2.92289 -0.99990 0.01032 0.356 -0.096 0.280
H -3.36889 1.16500 0.68236 -0.008 -0.255 -0.110
H -1.86202 1.71348 0.20507 0.797 0.951 -0.046
```
Positions in Å, forces in eV/Å.

Values from the calculation:
SMILES ... CC(C)N(O)C=[NH2+]
Spin multiplicity ... 1
Total charge ... +1


The records above give, respectively, E_HOMO values of -2.395; -9.080; -14.293 eV.
The records above give, respectively, energy above the lowest of the compared OMol25 structures with the same formula, charge and spin values of 0.031; 3.544; 4.075 eV.